ORCA calculation (ωB97M-V with the def2-TZVPD basis set) on C5H8N2 in the gas phase.

The geometry in XYZ format:
```
15
Properties=species:S:1:pos:R:3:forces:R:3
C -0.6548 -1.7982 -1.5255 -0.08 -0.17 -0.23
N -0.3335 -0.6573 -0.9134 0.12 0.13 0.17
C -0.0183 0.5554 -1.3865 0.03 0.04 -0.04
C 0.3769 1.4291 -0.3010 -0.01 0.03 0.00
C 0.2979 0.7614 0.8642 -0.06 -0.09 -0.13
N 0.3438 1.2021 2.1933 0.12 0.06 -0.04
C -0.1275 -0.6514 0.5544 0.00 -0.09 0.05
H 0.6466 -1.3975 0.7493 -0.05 0.14 0.17
H -0.9974 -2.6276 -0.9263 0.08 0.11 -0.05
H -0.6102 -1.8401 -2.6023 -0.07 0.01 0.07
H -0.0693 0.7630 -2.4452 0.01 -0.01 0.14
H 0.6380 2.4738 -0.4341 -0.07 -0.17 0.05
H 0.6955 2.1470 2.2807 -0.05 -0.10 0.01
H 0.8536 0.5863 2.8148 0.00 0.05 -0.07
H -1.0414 -0.9462 1.0776 0.05 0.07 -0.09
```
Positions in Å, forces in eV/Å.

Properties
net charge	0
energy above the lowest of the compared OMol25 structures with the same formula, charge and spin	258.6	kJ/mol
HOMO-LUMO gap (alpha / beta)	0.2506 / 0.2449	Eh
molecular weight	96.1	g mol⁻¹
HOMO energy (alpha / beta)	-5.87 / -5.72	eV
E_tot	-8292.3164	eV
LUMO (alpha / beta)	0.03496 / 0.03466	hartree
F_max	0.3	eV/Å

***

ORCA calculation (ωB97M-V with the def2-TZVPD basis set) on C5H8N2 in the gas phase.

The geometry in XYZ format:
```
15
Properties=species:S:1:pos:R:3:forces:R:3
C -2.5202 -0.4716 0.1609 0.13 -0.08 0.24
N -1.3576 0.2812 -0.6285 0.27 0.01 -0.03
C -0.1919 -0.5593 -0.6668 0.30 0.09 0.09
C 0.8273 0.0690 -0.0538 -0.22 -0.12 -0.17
C 2.2174 -0.4043 0.2299 -0.04 -0.02 -0.02
C 0.2635 1.3457 0.3515 -0.34 0.18 -0.09
N -0.9739 1.5035 0.0179 0.40 0.00 0.09
H -1.7090 0.5388 -1.5508 -0.03 -0.09 0.16
H -2.5856 0.1489 1.0684 -0.13 -0.16 -0.19
H -2.0279 -1.4158 0.4560 -0.15 0.20 -0.01
H -0.2792 -1.5511 -1.0905 0.01 0.19 0.03
H 2.9482 0.2960 -0.1926 -0.10 -0.16 0.10
H 2.3900 -1.3912 -0.2081 0.00 0.16 0.09
H 2.3967 -0.4667 1.3098 -0.02 0.00 -0.19
H 0.7635 2.1356 0.9090 -0.08 -0.20 -0.10
```
Positions in Å, forces in eV/Å.

Properties
net charge	0
energy above the lowest of the compared OMol25 structures with the same formula, charge and spin	449.7	kJ/mol
HOMO-LUMO gap	0.2630	Eh
molecular weight	96.1	g mol⁻¹
HOMO energy	-6.90	eV
E_tot	-8290.3354	eV
LUMO	0.00954	hartree
F_max	0.4	eV/Å